Molecular formula: C45H39BrN6O7STi
Method: DFT, wB97M-V/def2-TZVPD

Values from the calculation:
- Strongest force on any atom: 0.489 eV Å⁻¹
- Highest occupied orbital energy (spin up / spin down): -4.57 / -4.59 eV
- Kohn-Sham gap (spin up / spin down): 6.70 / 6.72 eV
- Relative energy (zero: lowest compared OMol25 entry of this formula, charge and spin): 0.0 kcal per mole
- 2S+1: 2
- Charge: -1

CARTESIAN COORDINATES (ANGSTROEM)
Ti  -0.117  -0.059  -0.584
N  -1.509  -4.637  0.699
C  -0.722  -3.526  0.996
S  -0.926  -2.785  2.532
N  0.112  -3.199  0.043
N  0.772  -1.992  0.266
C  1.984  -2.073  0.658
C  2.676  -3.366  0.910
C  2.416  -4.070  2.081
C  3.080  -5.264  2.324
C  4.002  -5.753  1.409
C  4.260  -5.048  0.241
C  3.599  -3.854  -0.008
C  2.659  -0.800  0.977
C  3.958  -0.744  1.467
C  4.472  0.494  1.819
C  3.669  1.615  1.688
C  2.383  1.461  1.190
N  1.896  0.283  0.828
H  -1.843  -5.108  1.523
H  -1.102  -5.239  -0.002
H  1.661  -3.695  2.762
H  2.868  -5.819  3.230
H  4.518  -6.686  1.604
H  4.973  -5.429  -0.479
H  3.791  -3.302  -0.920
H  4.536  -1.652  1.568
H  5.484  0.579  2.193
H  4.022  2.599  1.966
H  1.702  2.297  1.086
C  -6.731  -0.665  0.947
O  -6.538  -1.539  -0.152
C  -5.273  -1.661  -0.626
C  -5.127  -2.551  -1.712
C  -3.891  -2.731  -2.258
C  -2.750  -2.045  -1.776
C  -1.449  -2.199  -2.372
C  -1.135  -3.277  -3.371
O  -0.490  -1.465  -2.078
C  -2.912  -1.177  -0.665
O  -1.919  -0.550  -0.126
C  -4.195  -0.986  -0.110
H  -7.792  -0.706  1.181
H  -6.450  0.359  0.689
H  -6.150  -0.989  1.814
H  -6.000  -3.066  -2.090
H  -3.792  -3.406  -3.096
H  -1.998  -3.774  -3.800
H  -0.529  -4.010  -2.832
H  -0.518  -2.846  -4.158
H  -4.260  -0.303  0.723
Br  6.888  0.583  -1.208
C  5.581  0.420  -2.582
C  6.008  0.284  -3.892
C  5.054  0.173  -4.895
C  3.704  0.199  -4.583
C  3.292  0.331  -3.262
C  4.238  0.441  -2.249
C  1.803  0.345  -2.948
O  1.001  0.355  -3.869
O  1.553  0.362  -1.684
H  7.064  0.267  -4.123
H  5.374  0.066  -5.924
H  2.941  0.119  -5.346
H  3.912  0.543  -1.223
C  -0.783  4.820  6.196
C  -0.982  4.164  4.856
C  -1.465  2.864  4.763
C  -1.622  2.226  3.537
C  -2.153  0.822  3.445
C  -1.288  2.923  2.376
C  -0.808  4.229  2.439
C  -0.445  4.963  1.175
C  -0.661  4.835  3.682
C  -1.438  2.241  1.033
O  -2.460  2.408  0.377
O  -0.409  1.535  0.719
H  -1.431  4.377  6.953
H  -0.997  5.889  6.149
H  0.248  4.708  6.541
H  -1.725  2.327  5.670
H  -2.243  0.370  4.432
H  -1.515  0.181  2.833
H  -3.140  0.820  2.974
H  -1.223  4.843  0.419
H  0.484  4.573  0.746
H  -0.302  6.027  1.366
H  -0.292  5.856  3.733
N  -4.634  1.980  -4.957
C  -3.698  2.147  -4.310
C  -2.520  2.380  -3.521
C  -1.877  3.611  -3.560
C  -0.745  3.779  -2.786
C  -0.312  2.721  -2.008
N  -0.931  1.544  -1.969
C  -2.015  1.370  -2.710
H  -2.260  4.408  -4.183
H  -0.205  4.715  -2.777
H  0.566  2.810  -1.380
H  -2.503  0.406  -2.659

Cartesian forces (eV/Å) of the 2 atoms listed first:
0.4 0.1 0.2
0.1 0.0 0.0

Molecular formula: C33H44IN7O4STi
Method: DFT, wB97M-V/def2-TZVPD

Values from the calculation:
- Strongest force on any atom: 0.734 eV Å⁻¹
- Highest occupied orbital energy (spin up / spin down): -10.36 / -10.79 eV
- Kohn-Sham gap (spin up / spin down): 7.76 / 8.15 eV
- Relative energy (zero: lowest compared OMol25 entry of this formula, charge and spin): 0.0 kcal per mole
- 2S+1: 2
- Charge: +1

CARTESIAN COORDINATES (ANGSTROEM)
Ti  -0.710  -0.685  -0.260
C  -2.215  -3.265  0.993
C  -2.186  -2.290  2.161
N  -1.375  -1.048  1.957
C  -0.551  -0.758  3.162
C  0.475  -1.798  3.577
N  1.452  -2.082  2.543
C  2.562  -2.899  3.035
C  3.789  -2.850  2.134
C  3.523  -3.256  0.690
N  2.843  -2.178  -0.018
C  2.210  -2.548  -1.268
C  0.961  -3.371  -1.003
N  0.078  -2.749  0.016
C  -0.866  -3.783  0.524
H  -2.763  -2.849  0.149
H  -2.797  -4.130  1.324
H  -1.788  -2.814  3.029
H  -3.210  -2.003  2.407
H  -2.060  -0.294  1.916
H  -1.222  -0.599  4.014
H  -0.021  0.172  2.979
H  0.004  -2.738  3.877
H  0.946  -1.401  4.490
H  1.808  -1.219  2.146
H  2.215  -3.935  3.120
H  2.857  -2.584  4.046
H  4.544  -3.508  2.567
H  4.212  -1.839  2.142
H  2.880  -4.142  0.694
H  4.456  -3.552  0.193
H  3.460  -1.388  -0.156
H  2.857  -3.127  -1.944
H  1.951  -1.625  -1.791
H  1.243  -4.366  -0.644
H  0.400  -3.515  -1.927
H  0.694  -2.506  0.817
H  -0.367  -4.335  1.329
H  -1.045  -4.492  -0.286
C  1.381  6.977  0.800
C  1.437  5.506  0.495
C  2.150  4.639  1.324
C  2.185  3.280  1.073
C  1.485  2.782  -0.021
C  0.786  3.621  -0.871
C  0.769  4.982  -0.606
S  1.535  1.057  -0.316
O  0.917  0.371  0.855
O  2.901  0.720  -0.602
N  0.464  0.659  -1.397
C  0.682  0.506  -2.772
C  1.537  1.207  -3.572
C  1.602  0.908  -4.955
C  0.826  -0.070  -5.505
C  -0.051  -0.825  -4.685
C  -0.873  -1.875  -5.156
C  -1.657  -2.560  -4.274
C  -1.622  -2.216  -2.909
N  -0.881  -1.242  -2.430
C  -0.112  -0.535  -3.317
H  2.332  7.334  1.193
H  0.616  7.183  1.552
H  1.136  7.556  -0.089
H  2.689  5.038  2.175
H  2.746  2.611  1.713
H  0.247  3.213  -1.717
H  0.224  5.647  -1.265
H  2.163  1.985  -3.153
H  2.280  1.472  -5.581
H  0.879  -0.288  -6.564
H  -0.870  -2.128  -6.209
H  -2.299  -3.366  -4.599
H  -2.235  -2.756  -2.201
I  -2.690  2.224  -2.266
C  -2.317  2.819  -0.296
C  -2.858  4.023  0.129
C  -2.554  4.457  1.407
C  -1.716  3.682  2.193
C  -1.240  2.494  1.670
N  -1.541  2.044  0.449
H  -3.489  4.601  -0.530
H  -2.955  5.392  1.776
H  -1.432  3.991  3.189
H  -0.560  1.879  2.242
C  -5.013  0.210  0.492
O  -3.583  0.128  0.603
C  -2.940  -0.575  -0.395
O  -3.628  -1.124  -1.231
H  -5.292  0.657  -0.461
H  -5.338  0.835  1.319
H  -5.465  -0.778  0.559

Cartesian forces (eV/Å) of the 2 atoms listed first:
-0.2 0.7 0.2
0.0 0.0 0.0

Molecular formula: FH3N2O
Method: DFT, wB97M-V/def2-TZVPD

Values from the calculation:
- Strongest force on any atom: 8.355 eV Å⁻¹
- Highest occupied orbital energy (spin up / spin down): -8.10 / -10.19 eV
- Kohn-Sham gap (spin up / spin down): 8.49 / 6.71 eV
- Relative energy (zero: lowest compared OMol25 entry of this formula, charge and spin): 7.3 kcal per mole
- 2S+1: 3
- Charge: 0

CARTESIAN COORDINATES (ANGSTROEM)
N  0.063  -0.069  0.098
N  1.571  2.001  1.247
O  2.607  1.783  1.491
F  3.627  1.135  0.162
H  -0.952  -0.283  0.131
H  0.130  0.859  -0.160
H  0.432  -0.762  -0.684

Cartesian forces (eV/Å) of the 2 atoms listed first:
-0.5 -4.9 -1.2
-8.0 1.9 -1.6

Molecular formula: CH3N2O5S
Method: DFT, wB97M-V/def2-TZVPD

Values from the calculation:
- Strongest force on any atom: 5.390 eV Å⁻¹
- Highest occupied orbital energy: -3.61 eV
- Kohn-Sham gap: 4.93 eV
- Relative energy (zero: lowest compared OMol25 entry of this formula, charge and spin): 61.5 kcal per mole
- Charge: -1

CARTESIAN COORDINATES (ANGSTROEM)
C  -0.740  -1.534  0.842
N  0.140  -1.046  0.032
N  -1.895  -2.362  0.479
O  2.721  2.377  -0.723
O  -2.744  -2.432  1.357
O  -2.047  -2.705  -0.720
O  0.486  3.455  0.055
O  0.536  1.836  -1.829
S  0.961  2.135  -0.507
H  -0.729  -1.083  1.818
H  2.976  2.654  0.112
H  0.334  -1.296  -0.917

Cartesian forces (eV/Å) of the 2 atoms listed first:
3.6 2.4 -3.2
-1.4 -1.4 3.3

Molecular formula: C4H11NP2
Method: DFT, wB97M-V/def2-TZVPD

Values from the calculation:
- Strongest force on any atom: 1.914 eV Å⁻¹
- Highest occupied orbital energy (spin up / spin down): -6.88 / -6.88 eV
- Kohn-Sham gap (spin up / spin down): 7.42 / 7.42 eV
- Relative energy (zero: lowest compared OMol25 entry of this formula, charge and spin): 34.5 kcal per mole
- Charge: 0

CARTESIAN COORDINATES (ANGSTROEM)
C  2.286  -0.091  0.383
C  -0.569  0.270  -0.970
C  -1.777  1.078  -0.669
C  -0.950  -1.155  0.946
N  -0.279  -0.886  -0.311
P  1.666  1.619  0.066
P  1.315  -1.518  -0.429
H  3.291  -0.193  -0.037
H  2.348  -0.306  1.452
H  -0.158  0.332  -1.967
H  -2.686  0.540  -0.960
H  -1.734  2.002  -1.238
H  -1.854  1.325  0.388
H  -0.604  -2.118  1.323
H  -0.724  -0.378  1.684
H  -2.030  -1.201  0.805
H  0.946  1.690  1.256
H  1.514  -1.010  -1.722

Cartesian forces (eV/Å) of the 2 atoms listed first:
-0.1 0.1 0.1
1.6 0.7 0.7

Molecular formula: C24H38ClO28
Method: DFT, wB97M-V/def2-TZVPD

Values from the calculation:
- Strongest force on any atom: 5.084 eV Å⁻¹
- Highest occupied orbital energy: -7.94 eV
- Kohn-Sham gap: 9.98 eV
- Relative energy (zero: lowest compared OMol25 entry of this formula, charge and spin): 97.2 kcal per mole
- Charge: -1

CARTESIAN COORDINATES (ANGSTROEM)
Cl  -14.362  12.135  18.665
O  -14.257  13.569  18.631
O  -14.679  11.675  17.337
O  -13.075  11.549  18.989
O  -15.311  11.748  19.653
C  -11.074  12.464  14.837
C  -11.666  13.195  16.096
O  -10.941  14.381  16.136
C  -10.439  14.554  14.834
O  -10.034  15.579  14.305
O  -10.680  13.473  14.039
H  -11.778  11.829  14.300
H  -10.179  11.865  15.009
H  -11.589  12.650  17.037
H  -12.716  13.392  15.885
C  -15.279  8.181  19.915
C  -15.881  8.487  18.641
O  -16.447  7.274  18.352
C  -15.901  6.307  19.005
O  -15.932  5.146  18.624
O  -15.038  6.792  19.838
H  -15.974  8.434  20.716
H  -14.443  8.869  20.045
H  -15.076  8.781  17.968
H  -16.561  9.332  18.743
C  -8.384  10.082  18.803
C  -9.750  10.544  18.379
O  -9.393  11.714  17.722
C  -8.182  11.623  17.183
O  -7.804  12.361  16.272
O  -7.615  10.504  17.760
H  -8.478  8.999  18.883
H  -8.039  10.408  19.784
H  -10.463  10.836  19.150
H  -10.377  9.933  17.730
C  -15.611  13.963  14.421
C  -16.359  14.396  15.697
O  -15.707  15.638  15.986
C  -14.619  15.805  15.276
O  -13.871  16.767  15.382
O  -14.472  14.727  14.435
H  -16.346  14.038  13.620
H  -15.314  12.927  14.589
H  -16.260  13.659  16.494
H  -17.412  14.532  15.452
C  -13.893  13.918  22.398
C  -13.947  12.922  23.582
O  -15.258  13.048  23.981
C  -15.756  14.261  23.598
O  -16.879  14.651  23.976
O  -14.928  14.796  22.721
H  -14.237  13.320  21.554
H  -12.945  14.432  22.237
H  -13.248  13.026  24.413
H  -13.719  11.922  23.215
C  -11.115  14.340  19.918
O  -11.107  15.292  20.917
C  -10.558  16.547  20.678
O  -10.124  16.936  19.654
O  -10.669  17.214  21.895
C  -10.495  18.641  21.916
H  -10.066  14.158  19.682
H  -11.517  14.744  18.989
H  -11.717  13.475  20.196
H  -11.010  19.041  21.043
H  -9.419  18.752  21.782
H  -10.728  19.206  22.819
C  -17.053  15.736  19.052
O  -17.564  16.999  19.351
C  -18.541  17.081  20.355
O  -18.865  16.154  21.106
O  -19.173  18.181  20.177
C  -20.360  18.501  20.981
H  -16.147  15.850  18.456
H  -17.740  15.221  18.381
H  -16.841  15.035  19.859
H  -21.094  19.069  20.409
H  -20.118  19.044  21.894
H  -20.921  17.631  21.324
C  -18.840  11.774  19.756
O  -18.589  11.020  20.910
C  -18.715  11.653  22.104
O  -19.024  12.841  22.322
O  -18.443  10.813  23.057
C  -18.416  11.155  24.435
H  -17.918  12.098  19.273
H  -19.640  12.514  19.739
H  -19.103  11.127  18.919
H  -18.225  10.322  25.113
H  -19.421  11.531  24.623
H  -17.591  11.856  24.564

Cartesian forces (eV/Å) of the 2 atoms listed first:
1.9 0.6 -1.0
-0.1 0.2 0.2

Molecular formula: C20H36N3O3Pt
Method: DFT, wB97M-V/def2-TZVPD

Values from the calculation:
- Strongest force on any atom: 0.655 eV Å⁻¹
- Highest occupied orbital energy: -10.55 eV
- Kohn-Sham gap: 6.96 eV
- Relative energy (zero: lowest compared OMol25 entry of this formula, charge and spin): 0.0 kcal per mole
- Charge: +1

CARTESIAN COORDINATES (ANGSTROEM)
Pt  0.314  -0.363  0.729
N  3.474  2.951  -0.890
C  2.652  2.255  0.173
C  3.587  1.673  1.218
C  2.748  0.831  2.187
N  2.277  -0.351  1.417
C  1.614  1.653  2.801
C  0.783  2.466  1.813
N  -0.149  1.613  1.040
C  1.674  3.225  0.816
H  4.103  2.270  -1.335
H  4.039  3.706  -0.495
H  2.879  3.348  -1.619
H  2.137  1.459  -0.373
H  4.100  2.478  1.754
H  4.346  1.036  0.752
H  3.395  0.497  2.999
H  2.303  -1.196  1.984
H  2.932  -0.519  0.654
H  2.063  2.351  3.512
H  0.957  0.996  3.374
H  0.209  3.204  2.376
H  -0.323  2.049  0.139
H  -1.073  1.486  1.460
H  2.228  4.006  1.347
H  1.049  3.722  0.069
C  -2.540  -2.315  1.004
C  -2.517  -1.257  -0.093
C  -3.874  -0.561  -0.180
C  -2.169  -1.874  -1.442
O  -1.602  -0.216  0.237
H  -3.286  -3.082  0.786
H  -2.792  -1.853  1.960
H  -1.567  -2.799  1.083
H  -4.666  -1.279  -0.398
H  -3.862  0.191  -0.971
H  -4.106  -0.071  0.767
H  -2.974  -2.528  -1.784
H  -1.260  -2.473  -1.386
H  -2.041  -1.082  -2.183
C  6.009  0.263  -2.217
C  4.756  -0.486  -1.828
C  4.813  -1.537  -0.920
C  3.674  -2.275  -0.589
C  3.768  -3.440  0.357
C  2.449  -1.933  -1.164
C  2.377  -0.931  -2.141
C  1.099  -0.670  -2.888
C  3.531  -0.205  -2.437
C  1.199  -2.702  -0.741
O  0.878  -3.680  -1.375
O  0.618  -2.341  0.384
H  6.896  -0.193  -1.780
H  6.008  1.311  -1.883
H  6.139  0.282  -3.300
H  5.766  -1.816  -0.485
H  4.760  -3.512  0.800
H  3.562  -4.369  -0.176
H  3.024  -3.377  1.154
H  0.699  -1.603  -3.287
H  1.275  0.014  -3.720
H  0.321  -0.248  -2.248
H  3.490  0.537  -3.234

Cartesian forces (eV/Å) of the 2 atoms listed first:
-0.5 -0.2 -0.4
0.1 0.0 0.0

Molecular formula: C7H8FeN2O4S
Method: DFT, wB97M-V/def2-TZVPD

Values from the calculation:
- Strongest force on any atom: 9.575 eV Å⁻¹
- Highest occupied orbital energy (spin up / spin down): -16.88 / -17.44 eV
- Kohn-Sham gap (spin up / spin down): 8.74 / 6.83 eV
- Relative energy (zero: lowest compared OMol25 entry of this formula, charge and spin): 23.2 kcal per mole
- 2S+1: 5
- Charge: +2

CARTESIAN COORDINATES (ANGSTROEM)
Fe  -0.060  0.053  0.008
O  2.158  0.833  1.806
C  1.361  0.429  1.070
C  -1.426  -0.681  -1.289
O  -2.413  -0.740  -1.883
C  -0.797  -0.960  1.400
O  -1.311  -1.516  2.276
C  0.743  1.053  -1.366
O  1.176  1.735  -2.192
H  1.223  -1.367  -0.315
H  0.612  -1.584  -0.812
S  -1.552  1.555  0.263
C  -0.893  2.658  1.445
N  -1.070  2.570  2.771
C  -0.477  3.685  3.483
C  0.137  4.529  2.353
N  -0.199  3.768  1.162
H  -1.581  1.806  3.207
H  0.287  3.333  4.183
H  -1.240  4.237  4.035
H  1.220  4.621  2.460
H  -0.305  5.527  2.306
H  0.044  4.037  0.214

Cartesian forces (eV/Å) of the 2 atoms listed first:
-1.6 -0.3 -1.2
-3.0 -1.5 -2.7

Molecular formula: CH9NO5
Method: DFT, wB97M-V/def2-TZVPD

Values from the calculation:
- Strongest force on any atom: 0.964 eV Å⁻¹
- Highest occupied orbital energy: -10.60 eV
- SMILES string: NC(=O)O.O.O.O
- Kohn-Sham gap: 11.04 eV
- Relative energy (zero: lowest compared OMol25 entry of this formula, charge and spin): 11.9 kcal per mole
- Charge: 0

CARTESIAN COORDINATES (ANGSTROEM)
N  -1.373  0.085  0.730
C  -0.729  0.756  1.721
O  -0.553  1.948  1.799
O  -0.201  -0.096  2.632
H  -1.490  -0.910  0.859
H  -2.074  0.670  0.314
H  0.320  0.479  3.206
O  1.997  -1.008  0.264
H  1.775  -0.095  0.054
H  2.821  -1.139  -0.213
O  1.700  1.541  -2.171
H  1.336  2.218  -1.599
H  1.618  1.814  -3.090
O  -1.799  -2.158  -1.145
H  -1.589  -1.298  -1.513
H  -1.759  -2.808  -1.847

Cartesian forces (eV/Å) of the 2 atoms listed first:
0.2 0.5 0.5
0.7 -0.6 0.3

Which of these has the highest relative energy (zero: lowest compared OMol25 entry of this formula, charge and spin)?
C24H38ClO28

Look up the strongest force on any atom of the seventh one.
0.655 eV Å⁻¹